{"formula": "C18H41N2OP3STl", "method": "wB97M-V/def2-TZVPD", "elements": ["Tl", "P", "P", "P", "H", "C", "C", "H", "C", "C", "C", "C", "C", "C", "C", "C", "C", "H", "H", "H", "H", "H", "H", "H", "H", "H", "H", "H", "H", "H", "H", "H", "H", "H", "H", "H", "H", "H", "H", "H", "H", "H", "H", "H", "H", "H", "C", "C", "C", "C", "C", "C", "S", "H", "H", "H", "H", "H", "H", "N", "C", "N", "O", "H", "H", "H", "H"], "coordinates": [[-0.4748, 0.3014, 1.2187], [2.0821, 1.3176, 2.0638], [-2.3854, 2.1986, 1.3132], [0.6564, 1.3528, -1.1107], [-0.5450, -4.0339, -0.2335], [0.4042, -4.0443, -0.8054], [1.6048, -4.0137, -0.1947], [1.6951, -3.9712, 0.8956], [2.5523, 0.8270, 3.7660], [2.1331, 3.1339, 2.2893], [3.6687, 0.9527, 1.2682], [-3.9893, 1.6292, 0.6609], [-2.7367, 2.4786, 3.0685], [-2.0945, 3.8965, 0.7099], [1.8014, 0.1277, -1.8012], [1.4025, 2.9705, -1.4557], [-0.8393, 1.3859, -2.1491], [0.3274, -4.1078, -1.9009], [2.5206, -3.9817, -0.7893], [2.4622, -0.2641, 3.8537], [1.8933, 1.3137, 4.4997], [3.6036, 1.0993, 3.9368], [1.3781, 3.3956, 3.0449], [1.8952, 3.6401, 1.3442], [3.1282, 3.4459, 2.6434], [3.7747, -0.1358, 1.2139], [4.4936, 1.3526, 1.8688], [3.7055, 1.3705, 0.2618], [-4.8304, 2.3245, 0.8039], [-4.2330, 0.6701, 1.1435], [-3.8442, 1.4451, -0.4127], [-3.7866, 2.7645, 3.2536], [-2.0656, 3.2640, 3.4374], [-2.5008, 1.5470, 3.5969], [-2.9707, 4.5661, 0.7850], [-1.7889, 3.8279, -0.3439], [-1.2647, 4.3438, 1.2749], [1.9127, 0.1966, -2.8922], [1.4439, -0.8753, -1.5295], [2.7687, 0.2955, -1.3120], [1.5132, 3.1968, -2.5300], [2.3911, 2.9766, -0.9780], [0.7641, 3.7394, -0.9905], [-0.6234, 1.4571, -3.2315], [-1.4122, 2.2657, -1.8112], [-1.4143, 0.4637, -1.9503], [-0.6423, -2.8260, -4.8433], [-1.7153, -2.7963, -5.7657], [-1.9387, -3.8755, -6.6223], [-1.0800, -4.9839, -6.6069], [0.0815, -4.9497, -5.8062], [0.3161, -3.8623, -4.9475], [-0.5508, -1.6634, -3.5318], [-0.8239, -2.4714, -2.3916], [-2.3904, -1.9414, -5.7535], [-2.8088, -3.8382, -7.2953], [-1.2883, -5.8770, -7.2028], [0.8055, -5.7731, -5.8430], [1.2028, -3.8079, -4.3088], [0.0387, -1.5218, 5.6335], [-0.3911, -0.3250, 5.1135], [-0.4548, 0.6559, 6.0546], [-0.6099, -0.1313, 3.9074], [-0.2010, -1.6281, 6.6151], [-0.1561, -2.3086, 5.0276], [-0.9469, 1.4880, 5.7704], [-0.6231, 0.3305, 7.0025]], "nbo_charge": [0.829, 0.881, 0.937, 0.853, 0.208, -0.439, -0.348, 0.212, -0.935, -0.940, -0.942, -0.946, -0.964, -0.945, -0.962, -0.949, -0.952, 0.174, 0.210, 0.253, 0.255, 0.256, 0.249, 0.237, 0.272, 0.257, 0.273, 0.232, 0.286, 0.267, 0.249, 0.279, 0.256, 0.265, 0.292, 0.239, 0.262, 0.260, 0.248, 0.260, 0.275, 0.251, 0.251, 0.262, 0.244, 0.231, -0.025, -0.138, -0.201, 0.033, -0.144, -0.203, 0.137, 0.208, 0.260, 0.276, 0.266, 0.271, 0.254, -0.804, 0.804, -0.808, -0.753, 0.403, 0.410, 0.404, 0.409], "relative_energy_ev": 0.150, "total_charge": 3, "homo_lumo_gap_ha": [0.211, 0.157]}

{"formula": "C18H41N2P3S2W", "method": "wB97M-V/def2-TZVPD", "elements": ["W", "P", "P", "P", "H", "C", "C", "H", "C", "C", "C", "C", "C", "C", "C", "C", "C", "H", "H", "H", "H", "H", "H", "H", "H", "H", "H", "H", "H", "H", "H", "H", "H", "H", "H", "H", "H", "H", "H", "H", "H", "H", "H", "H", "H", "H", "C", "C", "C", "C", "C", "C", "S", "H", "H", "H", "H", "H", "H", "N", "C", "N", "S", "H", "H", "H", "H"], "coordinates": [[0.3372, 0.6157, 0.1532], [-1.4596, 1.9141, 0.4629], [-1.9098, -1.5978, 1.7621], [2.2666, 1.6634, -0.3980], [-1.3552, -2.8735, -0.5863], [-0.3810, -2.9828, -1.0830], [0.7447, -3.1147, -0.4130], [0.8614, -3.6388, 0.5438], [-2.6811, 1.9222, -0.8836], [-2.4684, 1.7437, 1.9357], [-0.8026, 3.5866, 0.5391], [-1.4354, -3.3390, 2.0653], [-2.4560, -1.2433, 3.4903], [-3.5218, -1.7830, 0.9133], [3.6140, 0.6169, -0.9971], [2.8194, 2.3867, 1.1716], [2.0131, 2.9729, -1.5865], [-0.3950, -2.6030, -2.1194], [1.6416, -2.5435, -0.7408], [-3.4306, 2.6955, -0.6656], [-3.1840, 0.9475, -0.9612], [-2.2249, 2.1371, -1.8588], [-3.0549, 2.6640, 2.0427], [-1.8506, 1.5904, 2.8273], [-3.1756, 0.9123, 1.8477], [-1.6589, 4.2558, 0.6748], [-0.2954, 3.8577, -0.3902], [-0.0977, 3.7040, 1.3694], [-2.2339, -3.8297, 2.6491], [-0.5067, -3.3524, 2.6577], [-1.2710, -3.8626, 1.1170], [-3.2339, -1.9759, 3.7623], [-2.8712, -0.2336, 3.5587], [-1.6125, -1.3271, 4.1942], [-4.1940, -2.4166, 1.5003], [-3.3670, -2.2257, -0.0794], [-4.0042, -0.8030, 0.8379], [4.4583, 1.3253, -1.0996], [3.3419, 0.1470, -1.9587], [3.8319, -0.1923, -0.2786], [3.8011, 2.7790, 0.9065], [2.8904, 1.6053, 1.9391], [2.1206, 3.1560, 1.5032], [2.9906, 3.1064, -2.0695], [1.7434, 3.8952, -1.0595], [1.2340, 2.7245, -2.3255], [0.6699, -0.4795, -3.6923], [0.3481, -0.0985, -5.0402], [0.8291, -0.8024, -6.1275], [1.6838, -1.8966, -5.9380], [2.0333, -2.2645, -4.6584], [1.5602, -1.5447, -3.5280], [-0.1942, 0.1930, -2.2015], [1.5815, 0.7442, 1.2958], [-0.3913, 0.7057, -5.1512], [0.5451, -0.4874, -7.1268], [2.0722, -2.3887, -6.8242], [2.7471, -3.0633, -4.5411], [1.9338, -1.8129, -2.5471], [0.4148, 1.1432, 3.5571], [0.7092, -0.1495, 3.5507], [0.5253, -0.8925, 4.6890], [0.8809, -0.9541, 1.9652], [0.3680, 1.5928, 4.4505], [0.5107, 1.7355, 2.7203], [0.8647, -1.8341, 4.6793], [0.7304, -0.4326, 5.5974]], "lowdin_spin": [0.980, 0.071, 0.465, 0.035, 0.001, 0.009, 0.005, 0.000, 0.002, 0.020, 0.044, 0.033, 0.048, 0.109, 0.004, 0.019, 0.008, 0.000, 0.000, 0.000, 0.000, -0.003, 0.002, 0.000, 0.002, 0.008, 0.001, 0.001, 0.010, 0.000, 0.000, 0.014, 0.000, 0.000, 0.022, 0.000, 0.000, -0.001, 0.000, 0.000, 0.004, 0.000, 0.001, 0.001, 0.000, 0.001, -0.014, 0.002, -0.001, 0.009, -0.001, -0.004, -0.156, -0.004, -0.001, 0.000, 0.000, 0.000, 0.000, 0.013, 0.030, 0.022, 0.185, 0.000, 0.002, 0.000, 0.001], "relative_energy_ev": 6.038, "spin_multiplicity": 3, "total_charge": 4, "homo_lumo_gap_ha": [0.151, 0.144]}

{"formula": "C18H41OP3SYb", "method": "wB97M-V/def2-TZVPD", "elements": ["Yb", "P", "P", "P", "H", "C", "C", "H", "C", "C", "C", "C", "C", "C", "C", "C", "C", "H", "H", "H", "H", "H", "H", "H", "H", "H", "H", "H", "H", "H", "H", "H", "H", "H", "H", "H", "H", "H", "H", "H", "H", "H", "H", "H", "H", "H", "C", "C", "C", "C", "C", "C", "S", "H", "H", "H", "H", "H", "H", "C", "O", "H", "H", "H", "H"], "coordinates": [[2.3059, 0.3373, -0.1430], [-2.7818, -1.5961, 0.2241], [2.0679, -2.9197, -0.2139], [-2.8315, 2.8382, 0.6352], [2.5598, 3.8018, -2.1023], [1.7579, 3.6656, -1.3383], [2.3503, 3.8670, 0.0608], [3.1871, 4.5622, 0.1720], [-2.7981, -1.9925, -1.5768], [-2.0139, -3.1378, 0.8682], [-4.5464, -1.9224, 0.6347], [3.7840, -2.8976, 0.4723], [1.5245, -4.5647, 0.4176], [2.4763, -3.3851, -1.9451], [-1.6731, 4.1301, 0.2423], [-4.2999, 3.3818, 1.4900], [-3.2109, 1.8746, -0.8190], [0.8917, 4.2623, -1.6491], [1.5692, 4.0810, 0.8083], [-3.5880, -2.7156, -1.8198], [-1.8206, -2.3974, -1.8678], [-2.9733, -1.0637, -2.1358], [-2.7835, -3.8739, 1.1355], [-1.4392, -2.8757, 1.7676], [-1.3308, -3.5639, 0.1223], [-4.7489, -3.0006, 0.6205], [-5.2035, -1.4031, -0.0749], [-4.7334, -1.5282, 1.6425], [4.0743, -3.9224, 0.7489], [3.8301, -2.2662, 1.3756], [4.4888, -2.5026, -0.2749], [1.4897, -5.2957, -0.4015], [0.5198, -4.4723, 0.8503], [2.2126, -4.9231, 1.1950], [2.4355, -4.4762, -2.0687], [3.4738, -3.0143, -2.2170], [1.7319, -2.9240, -2.6095], [-2.1594, 4.7823, -0.4970], [-0.7432, 3.7171, -0.1753], [-1.4318, 4.7057, 1.1443], [-4.7328, 4.2210, 0.9311], [-4.0414, 3.6972, 2.5099], [-5.0092, 2.5450, 1.5532], [-3.7092, 2.5557, -1.5260], [-3.8882, 1.0396, -0.5833], [-2.2930, 1.4804, -1.2800], [1.5511, 2.2563, -0.9918], [1.3107, 1.2394, -1.8875], [2.5195, 0.7076, -2.3898], [3.7480, 1.1171, -1.8163], [3.9064, 1.9212, -0.6908], [2.7188, 2.4045, 0.0726], [-1.9722, 1.6364, 2.1145], [-2.4031, 0.5427, 1.5370], [0.3104, 0.8355, -2.0730], [2.4884, -0.0558, -3.1776], [4.6580, 0.7573, -2.3086], [4.8997, 2.2136, -0.3152], [2.5643, 1.9215, 1.0827], [0.8936, -1.1152, 2.8304], [1.4233, 0.0728, 2.1611], [1.3648, -1.9676, 2.3257], [-0.2009, -1.1588, 2.7027], [1.1663, -1.1121, 3.8990], [1.1065, 0.8726, 2.6218]], "lowdin_spin": [0.629, 0.000, -0.001, 0.000, 0.024, 0.053, -0.001, -0.001, 0.000, 0.000, 0.000, 0.000, 0.000, 0.000, 0.003, 0.000, 0.000, 0.013, 0.000, 0.000, 0.000, 0.000, 0.000, 0.000, 0.000, 0.000, 0.000, 0.000, 0.000, 0.000, 0.000, 0.000, 0.000, 0.000, 0.000, 0.000, 0.000, 0.000, 0.005, 0.000, 0.000, 0.000, 0.000, 0.000, 0.000, 0.000, 0.439, -0.046, -0.032, -0.054, -0.075, 0.023, 0.003, 0.000, 0.008, 0.003, -0.001, 0.001, 0.005, 0.000, 0.001, 0.000, 0.000, 0.000, 0.000], "relative_energy_ev": 1.638, "spin_multiplicity": 2, "total_charge": 3, "homo_lumo_gap_ha": [0.202, 0.215]}

| no. | calculated total energy (eV) |
| --- | --- |
| 1 | -67727.4136 |
| 2 | -73626.9083 |
| 3 | -91579.5075 |